(1)
67
Properties=species:S:1:pos:R:3:lowdin_charge:R:1 method="wB97M-V/def2-TZVPD" orbital_gap_ev=9.214 energy_ev=-53989.3205 lumo_energy_ev=0.35
N -3.894 1.217 3.459 0.115
C -3.574 1.894 2.453 -0.252
C -2.111 2.060 2.060 -0.086
C -1.624 1.047 0.913 -0.373
C -1.990 1.717 -0.452 -0.036
C -3.240 1.243 -1.224 -0.624
N -3.170 1.968 -2.517 0.063
N -3.331 -0.194 -1.532 0.094
N -4.523 1.638 -0.661 0.090
O -2.480 -0.079 1.252 -0.285
S -1.663 -1.499 1.360 0.960
O -2.678 -2.484 1.579 -0.356
O -1.184 -1.684 -0.169 -0.264
C 0.040 -1.094 -0.649 -0.449
O -0.329 -0.518 -1.875 0.033
C 0.852 -2.387 -1.041 -0.075
C -0.079 -3.523 -1.558 -0.249
N -0.451 -4.456 -0.476 0.009
C 0.805 -0.080 0.232 -0.229
C 1.730 -0.752 1.317 -0.070
C 3.105 -1.326 0.952 -0.347
O 3.452 -2.211 2.057 -0.055
C 4.295 -0.329 0.932 -0.202
N 5.551 -1.101 0.867 0.001
C 1.648 0.919 -0.589 -0.064
C 2.450 0.272 -1.787 -0.314
C 3.181 1.301 -2.651 -0.003
O 1.951 0.545 -3.052 -0.087
C -0.117 0.837 1.201 -0.096
B 0.536 2.295 1.422 -0.634
O 0.311 3.398 0.604 0.146
O 1.400 2.489 2.503 0.151
H -4.907 1.226 3.577 0.055
H -4.381 2.405 1.916 0.101
H -1.616 1.831 3.013 0.127
H -2.036 3.108 1.754 0.120
H -2.124 2.792 -0.310 0.117
H -1.099 1.660 -1.082 0.105
H -2.348 1.675 -3.038 0.071
H -3.998 1.698 -3.039 0.073
H -3.188 -0.312 -2.523 0.069
H -4.214 -0.601 -1.252 0.084
H -4.501 2.582 -0.298 0.073
H -4.803 0.964 0.042 0.072
H -1.006 -1.077 -2.276 0.099
H 1.551 -2.206 -1.857 0.113
H 1.313 -2.854 -0.167 0.105
H -0.927 -3.165 -2.143 0.111
H 0.545 -4.100 -2.260 0.110
H -1.383 -4.798 -0.683 0.072
H 0.181 -5.247 -0.462 0.067
H 1.118 -1.567 1.730 0.115
H 1.893 -0.081 2.165 0.130
H 3.184 -1.976 0.075 0.120
H 2.755 -2.882 2.059 0.090
H 4.306 0.294 0.033 0.095
H 4.333 0.281 1.836 0.130
H 5.856 -1.364 1.792 0.063
H 5.435 -1.913 0.277 0.063
H 2.518 1.346 -0.085 0.125
H 1.075 1.623 -1.196 0.122
H 2.959 -0.667 -1.625 0.117
H 2.784 2.307 -2.700 0.112
H 3.919 0.893 -3.329 0.107
H -0.083 0.466 2.232 0.124
H 1.025 3.509 -0.037 0.114
H 0.970 3.183 3.031 0.121

***

(2)
65
Properties=species:S:1:pos:R:3:lowdin_charge:R:1 method="wB97M-V/def2-TZVPD" orbital_gap_ev=8.410 energy_ev=-84936.9592 smiles="ClC(Cl)(Cl)Cl.CN(C)C=O.CN(C)C=O.CN(C)C=O.CN(C)C=O.CN(C)C=O" lumo_energy_ev=0.01
C 0.344 -2.181 0.164 -0.336
O 0.408 -3.252 0.723 0.010
N 1.065 -1.085 0.514 -0.179
C 1.134 0.042 -0.388 -0.074
C 1.815 -1.030 1.742 -0.040
H -0.314 -1.987 -0.700 0.140
H 0.456 0.845 -0.078 0.076
H 1.030 -0.185 -1.446 0.037
H 2.144 0.467 -0.341 0.053
H 2.789 -0.574 1.587 0.053
H 1.244 -0.497 2.510 0.095
H 1.954 -2.044 2.112 0.086
C -1.073 3.823 -0.270 -0.352
O -0.925 4.356 0.806 0.017
N -1.819 4.302 -1.292 -0.199
C -1.743 3.678 -2.602 -0.050
C -2.565 5.522 -1.152 -0.054
H -0.583 2.867 -0.535 0.117
H -2.127 4.330 -3.381 0.088
H -2.361 2.773 -2.597 0.092
H -0.724 3.393 -2.851 0.045
H -2.207 6.258 -1.884 0.092
H -3.622 5.375 -1.399 0.091
H -2.477 5.935 -0.156 0.084
C -0.043 -6.703 -0.154 -0.355
O 0.379 -7.305 -1.121 -0.001
N -1.344 -6.466 0.111 -0.192
C -1.779 -5.549 1.148 -0.062
C -2.389 -7.073 -0.696 -0.042
H 0.620 -6.269 0.614 0.132
H -2.326 -4.733 0.673 0.060
H -0.896 -5.058 1.559 0.061
H -2.333 -6.055 1.939 0.088
H -2.787 -6.342 -1.402 0.093
H -1.950 -7.888 -1.268 0.081
H -3.156 -7.457 -0.025 0.085
C 4.830 1.859 1.653 -0.317
O 4.024 1.023 1.288 -0.020
N 4.841 3.149 1.266 -0.191
C 5.885 4.065 1.647 -0.061
C 3.844 3.635 0.323 -0.048
H 5.634 1.632 2.374 0.140
H 5.496 4.868 2.275 0.092
H 6.366 4.496 0.765 0.091
H 6.669 3.527 2.183 0.086
H 4.344 3.939 -0.601 0.081
H 3.137 2.833 0.144 0.060
H 3.346 4.527 0.708 0.096
C -3.363 -2.237 0.757 -0.343
O -3.696 -2.951 -0.163 0.012
N -3.979 -1.079 1.106 -0.197
C -3.403 -0.195 2.083 -0.068
C -5.197 -0.610 0.469 -0.040
H -2.430 -2.392 1.325 0.125
H -2.435 -0.558 2.433 0.084
H -4.053 -0.066 2.951 0.091
H -3.191 0.789 1.651 0.086
H -5.081 0.423 0.147 0.085
H -5.431 -1.232 -0.392 0.084
H -6.035 -0.701 1.166 0.092
C 3.218 1.396 -3.616 -2.048
Cl 4.390 1.144 -2.324 0.561
Cl 4.039 1.861 -5.102 0.546
Cl 2.285 -0.071 -3.867 0.563
Cl 2.107 2.691 -3.114 0.517